# 1
Computed, not measured: one molecule with the formula C4H9PS at a distorted geometry, with the ωB97M-V functional and the def2-TZVPD basis.

Each line ends with the Löwdin charge.
Atoms and positions in Å:
C1 1.7736 1.5232 -0.6923  -0.1215
C2 1.0424 1.9479 0.3008  -0.3645
C3 -1.2674 -1.7563 -0.0799  -0.2059
C4 -0.0553 -0.9221 0.3495  -0.5210
P1 -0.5238 0.7693 1.0562  0.5863
S1 -1.7829 1.6129 -0.4191  0.4290
H1 2.5600 2.1803 -1.0979  0.0594
H2 1.5197 0.4654 -1.1209  0.0629
H3 1.0834 2.7544 0.9622  0.0027
H4 -1.9540 -2.2062 0.6670  0.0711
H5 -1.9424 -1.1807 -0.7381  0.0320
H6 -0.7256 -2.5786 -0.6920  0.0948
H7 0.6772 -0.8421 -0.4940  0.0441
H8 0.6194 -1.3867 1.1328  0.0790
H9 -1.4303 2.7496 0.0394  -0.2483

Properties
- 2S+1 = 3
- charge = 0
- energy (eV) = -24411.953



# 2
Computed, not measured: a 3-piece molecular cluster, C3H11NO3 overall at a distorted geometry, with the ωB97M-V functional and the def2-TZVPD basis.

Each line ends with the Löwdin charge.
Atoms and positions in Å:
C1 -0.3764 -1.0397 -1.1959  -0.3177
N1 0.0817 0.2136 -1.1334  -0.1830
C2 1.3490 0.6240 -0.5647  -0.0428
C3 -0.7200 1.3362 -1.6678  -0.0334
O1 0.1712 -2.0164 -0.6944  -0.0091
H1 -1.3126 -1.1179 -1.7635  0.1400
H2 1.9120 -0.2484 -0.2320  0.0876
H3 1.2646 1.2342 0.3369  0.0975
H4 1.9094 1.1611 -1.3286  0.0930
H5 -0.8632 2.1131 -0.9181  0.0895
H6 -1.7308 0.9549 -1.8162  0.0839
H7 -0.2057 1.6876 -2.5582  0.0912
H8 -0.7144 -0.4895 2.8251  -0.0090
H9 -1.3682 0.7752 2.3623  0.0099
O2 -1.3733 0.1760 3.1137  -0.0842
H10 0.7150 -2.3606 2.2826  0.0583
H11 0.6071 -1.5484 0.9885  -0.0038
O3 0.6548 -1.4549 1.9638  -0.0680

Properties
- structure (SMILES) = CN(C)C=O.O.O
- charge = 0
- energy (eV) = -10922.165



# 3
Computed, not measured: C48H47BrCl2IrNO3Sb as an isolated structure at a distorted geometry, with the ωB97M-V functional and the def2-TZVPD basis.

Each line ends with the Löwdin charge.
Atoms and positions in Å:
Ir1 1.2469 0.6245 -0.5261  0.8983
Br1 2.3770 2.8647 -0.8240  0.9668
C1 3.6532 2.1469 -2.0850  -0.4890
C2 4.7171 2.9185 -2.4573  -0.1015
C3 5.6130 2.3983 -3.4056  -0.0556
C4 5.3864 1.1660 -3.9559  -0.0072
C5 4.2664 0.3882 -3.5914  -0.1704
C6 4.0033 -0.8470 -4.2216  -0.0226
C7 2.8686 -1.5446 -3.9088  -0.0642
C8 1.9880 -1.0705 -2.9254  -0.1362
C9 2.2126 0.0963 -2.2176  -0.3327
C10 3.3641 0.8640 -2.6013  -0.2463
H1 4.8685 3.9016 -2.0361  0.1101
H2 6.4667 2.9876 -3.7047  0.1141
H3 6.0642 0.7697 -4.6998  0.1229
H4 4.6971 -1.2136 -4.9645  0.1199
H5 2.6468 -2.4773 -4.4080  0.1155
H6 1.0863 -1.6537 -2.7459  0.0970
C11 -1.5335 4.9943 -4.9979  -0.0730
C12 -0.3678 4.9961 -4.2491  -0.0716
C13 -0.1723 4.0395 -3.2623  -0.1604
C14 -1.1442 3.0811 -3.0182  -0.3846
C15 -2.3195 3.0923 -3.7584  -0.1306
C16 -2.5112 4.0422 -4.7495  -0.0764
Sb1 -1.0029 1.6515 -1.4469  1.5218
C17 -2.2046 0.0676 -2.1718  -0.3805
C18 -2.1150 -0.3191 -3.5037  -0.1270
C19 -2.8922 -1.3640 -3.9780  -0.0575
C20 -3.7666 -2.0225 -3.1285  -0.0599
C21 -3.8494 -1.6534 -1.7962  -0.0798
C22 -3.0598 -0.6191 -1.3141  -0.1686
C23 -2.2821 2.7624 -0.1739  -0.3703
C24 -1.7348 3.8571 0.4841  -0.1520
C25 -2.5462 4.7279 1.1916  -0.0647
C26 -3.9162 4.5094 1.2373  -0.0630
C27 -4.4659 3.4348 0.5618  -0.0627
C28 -3.6531 2.5625 -0.1490  -0.1073
H7 -1.6837 5.7370 -5.7693  0.1111
H8 0.3940 5.7410 -4.4330  0.1108
H9 0.7499 4.0479 -2.7011  0.0402
H10 -3.0994 2.3633 -3.5710  0.1016
H11 -3.4283 4.0414 -5.3224  0.1126
H12 -1.4375 0.1908 -4.1791  0.0667
H13 -2.8148 -1.6605 -5.0144  0.1135
H14 -4.3818 -2.8271 -3.5054  0.1132
H15 -4.5188 -2.1754 -1.1260  0.1155
H16 -3.1194 -0.3586 -0.2631  0.0982
H17 -0.6666 4.0484 0.4416  0.0990
H18 -2.1120 5.5746 1.7050  0.1120
H19 -4.5536 5.1850 1.7898  0.1117
H20 -5.5352 3.2732 0.5787  0.1124
H21 -4.1082 1.7413 -0.6874  0.0922
C29 0.9521 -5.0789 7.7074  -0.0473
C30 0.2183 -4.4599 6.5558  -0.2310
C31 -1.0989 -4.0432 6.7264  -0.0494
C32 -1.7953 -3.4432 5.6850  -0.0798
C33 -1.1858 -3.2459 4.4654  -0.0472
C34 0.1324 -3.6736 4.2708  -0.1864
N1 0.8161 -3.4476 3.0798  0.1116
C35 0.2749 -3.1092 1.8763  -0.1833
C36 -0.9309 -3.6836 1.4331  0.0035
C37 -1.4782 -3.3637 0.2098  -0.0379
C38 -0.8575 -2.4418 -0.6368  -0.0823
C39 0.3281 -1.8826 -0.2175  -0.0963
C40 0.9222 -2.1962 1.0025  -0.0698
C41 2.2063 -1.5623 1.3468  -0.5565
O1 2.9542 -1.9259 2.2544  0.0717
O2 2.4958 -0.5400 0.6067  -0.1828
C42 0.8443 -4.2956 5.3171  -0.1623
C43 2.2486 -4.7602 5.1040  -0.0309
H22 0.3543 -5.0272 8.6149  0.0770
H23 1.8994 -4.5741 7.8969  0.0870
H24 1.1799 -6.1290 7.5183  0.0869
H25 -1.5774 -4.1871 7.6853  0.1075
H26 -2.8136 -3.1125 5.8310  0.1032
H27 -1.7198 -2.7367 3.6779  0.0900
H28 1.7917 -3.1693 3.1796  0.1146
H29 -1.4089 -4.4194 2.0608  0.1244
H30 -2.3947 -3.8485 -0.0975  0.1137
H31 -1.2752 -2.1943 -1.5978  0.0863
H32 0.8549 -1.1778 -0.8879  0.0131
H33 2.4279 -5.0217 4.0623  0.0828
H34 2.4655 -5.6407 5.7041  0.0763
H35 2.9773 -3.9943 5.3825  0.0996
C44 -1.2720 -0.1363 2.2744  -0.0314
C45 -0.5978 1.2113 2.4005  -0.2212
O3 0.6632 1.2172 1.6976  -0.3278
C46 1.7204 1.8681 2.4392  -0.2662
C47 2.0924 1.1770 3.7398  -0.0390
H36 -2.2938 -0.0741 2.6487  0.0993
H37 -0.7432 -0.9006 2.8381  0.0685
H38 -1.3111 -0.4655 1.2336  0.0483
H39 -0.4039 1.4433 3.4460  0.1164
H40 -1.2271 2.0079 1.9990  0.0894
H41 1.4162 2.9095 2.6064  0.1270
H42 2.5819 1.8586 1.7776  0.0642
H43 1.2998 1.2052 4.4843  0.0750
H44 2.9492 1.6957 4.1662  0.0919
H45 2.3812 0.1449 3.5554  0.0725
Cl1 1.0183 1.3258 -4.8417  0.6593
C48 0.2053 1.7675 -6.3542  -0.9768
Cl2 -0.0014 0.3721 -7.4130  0.5386
H46 0.8141 2.5117 -6.8576  0.0347
H47 -0.7737 2.1642 -6.0990  0.0101

Properties
- charge = +1
- energy (eV) = -162628.851



# 4
Computed, not measured: one molecule with the formula C5H9NS at a distorted geometry, with the ωB97M-V functional and the def2-TZVPD basis.

Each line ends with the Löwdin charge.
Atoms and positions in Å:
C1 0.1721 -1.1377 -0.2429  -0.1444
C2 1.5737 -1.3060 0.0739  -0.4082
C3 -0.7314 -0.1926 0.1633  -0.3165
C4 -2.1065 -0.4018 -0.4139  -0.0852
C5 -0.5658 1.1412 0.8191  -0.0651
N1 2.4545 1.2672 -0.3844  -0.4027
S1 2.8162 -0.2038 -0.0460  0.9098
H1 -0.3132 -1.9837 -0.7388  0.1005
H2 1.9701 -2.2206 0.1705  -0.0061
H3 -2.9189 -0.5030 0.3626  0.1077
H4 -2.0499 -1.0830 -1.2265  0.0539
H5 -2.2760 0.5115 -1.0138  0.0874
H6 -1.5073 1.6992 0.7673  0.0806
H7 0.3121 1.7367 0.5144  0.0553
H8 -0.1819 0.9976 1.8098  0.0744
H9 3.3521 1.6788 -0.6144  -0.0413

Properties
- charge = 0
- energy (eV) = -17653.250



# 5
Computed, not measured: a 3-piece molecular cluster, C30H41FO7 overall at a distorted geometry, with the ωB97M-V functional and the def2-TZVPD basis.

Each line ends with the Löwdin charge.
Atoms and positions in Å:
C1 3.4585 -1.1234 1.5161  -0.1044
C2 3.0990 -2.1411 0.4212  -0.2091
C3 1.7180 -1.9119 -0.2718  -0.1347
C4 0.7613 -1.0218 0.5029  -0.1681
C5 -0.0529 -1.6192 1.4413  -0.0243
C6 -0.9575 -0.9178 2.1987  -0.0345
C7 -1.0579 0.4418 1.9800  -0.0074
C8 -0.2555 1.0458 1.0571  -0.0941
C9 0.6736 0.3486 0.3003  -0.0323
C10 1.5434 1.1020 -0.6804  -0.2246
O1 2.6592 0.6895 -0.9379  0.0999
C11 0.9498 2.3598 -1.2471  -0.0216
C12 0.0163 3.0490 -0.4869  -0.0876
C13 -0.5744 4.1953 -0.9170  0.0055
C14 -0.2201 4.7310 -2.1447  0.0082
C15 0.7133 4.0777 -2.9072  -0.1348
C16 1.1373 4.6630 -4.2512  -0.0298
C17 0.5508 6.0272 -4.5242  -0.4415
O2 -0.5708 6.1855 -4.9288  0.1421
F1 1.3183 7.1194 -4.2998  0.1047
C18 1.2908 2.8842 -2.4811  -0.0792
C19 2.2817 2.2001 -3.4156  -0.1038
O3 1.6182 1.8494 -4.6476  -0.1475
C20 0.5694 0.9117 -4.4224  -0.1503
C21 -0.8328 1.5273 -4.5631  -0.1736
O4 -1.4543 1.4699 -3.2945  -0.1568
C22 -2.6757 2.1708 -3.2585  -0.2670
C23 -3.3099 1.9590 -1.8614  -0.0496
C24 -0.4170 2.5275 0.8612  -0.2580
O5 -0.9018 3.2500 1.7147  0.1076
H1 2.8035 -1.2081 2.3900  0.0717
H2 3.4382 -0.0835 1.1842  0.0582
H3 4.4866 -1.3315 1.8360  0.0730
H4 3.8618 -2.0686 -0.3595  0.1056
H5 3.0974 -3.1326 0.8968  0.0740
H6 1.8251 -1.5009 -1.2767  0.1000
H7 1.2305 -2.8908 -0.3517  0.1085
H8 0.0288 -2.6906 1.6084  0.1230
H9 -1.5824 -1.4189 2.9249  0.0919
H10 -1.7780 1.0092 2.5605  0.1196
H11 -1.3243 4.7114 -0.3281  0.1312
H12 -0.7127 5.6452 -2.4556  0.1240
H13 2.2295 4.7896 -4.1987  0.1315
H14 0.9534 4.0062 -5.0994  0.1247
H15 3.0350 2.9389 -3.7009  0.1308
H16 2.7084 1.2823 -3.0180  0.1160
H17 0.6816 0.1005 -5.1511  0.1261
H18 0.6580 0.4448 -3.4330  0.1256
H19 -1.4074 0.9298 -5.2908  0.1268
H20 -0.7737 2.5463 -4.9697  0.1247
H21 -3.3708 1.8655 -4.0547  0.1182
H22 -2.5147 3.2559 -3.3708  0.1124
H23 -3.3350 2.8812 -1.2805  0.0655
H24 -2.6475 1.2612 -1.3340  0.0727
H25 -4.2801 1.4665 -1.9463  0.0685
C25 2.7245 -7.0667 2.5975  -0.0644
C26 3.9134 -6.1187 2.6354  -0.4907
C27 4.6064 -6.1569 3.9888  -0.0635
O6 3.4777 -4.7879 2.3552  -0.0697
H26 1.9806 -6.7822 3.3472  0.0805
H27 2.2321 -7.0238 1.6250  0.0786
H28 3.0323 -8.0961 2.7874  0.0796
H29 4.6229 -6.3889 1.8522  0.1395
H30 3.9212 -5.8441 4.7817  0.0811
H31 5.4514 -5.4677 4.0050  0.0796
H32 4.9696 -7.1597 4.2194  0.0797
H33 2.8499 -4.5329 3.0404  0.0901
C28 -4.9918 0.4024 4.6872  -0.0599
C29 -4.7423 -0.3350 3.3808  -0.4934
C30 -6.0247 -0.9420 2.8342  -0.0619
O7 -3.7720 -1.3644 3.5864  -0.0712
H34 -5.3721 -0.2826 5.4502  0.0814
H35 -4.0626 0.8259 5.0712  0.0796
H36 -5.7137 1.2095 4.5543  0.0815
H37 -4.3206 0.3529 2.6462  0.1325
H38 -6.4378 -1.6696 3.5386  0.0813
H39 -5.8290 -1.4736 1.9020  0.0801
H40 -6.7770 -0.1745 2.6467  0.0809
H41 -4.1281 -1.9830 4.2332  0.0910

Properties
- structure (SMILES) = CCCc1cccc2c1C(=O)c1c(ccc(CC(=O)F)c1COCCOCC)C2=O.CC(C)O.CC(C)O
- charge = 0
- energy (eV) = -48824.722



# 6
Computed, not measured: one molecule with the formula C5H6N2O4 at a distorted geometry, with the ωB97M-V functional and the def2-TZVPD basis.

Each line ends with the Löwdin charge.
Atoms and positions in Å:
C1 -0.7285 -0.2020 1.7899  -0.1375
C2 -1.7024 0.7190 1.1488  -0.0280
C3 -1.6341 1.3610 -0.0294  0.0073
C4 -0.5254 1.1822 -0.9190  -0.4399
C5 0.8087 -0.7961 -0.0712  -0.3853
H1 0.9803 -2.5959 1.1848  0.0834
H2 -1.3165 -0.7768 2.5042  0.1372
H3 0.0281 0.3124 2.3176  0.1274
H4 -2.4710 1.0059 1.9156  0.1289
H5 -2.3850 2.1096 -0.3728  0.1409
H6 1.4658 0.9747 -2.1473  0.1397
N1 -0.0990 -1.1445 0.9276  -0.0874
N2 0.6015 0.5424 -0.5384  -0.0211
O1 0.0423 -2.4970 1.2887  0.0547
O2 -0.6001 1.6841 -2.0337  0.1012
O3 1.7160 0.9912 -1.1844  0.0508
O4 1.7008 -1.4783 -0.5257  0.1277

Properties
- structure (SMILES) = O=C1C=CCN(O)C(=O)N1O
- charge = 0
- energy (eV) = -16448.560



# 7
Computed, not measured: C4H7BiO2 as an isolated structure at a distorted geometry, with the ωB97M-V functional and the def2-TZVPD basis.

Each line ends with the Löwdin charge.
Atoms and positions in Å:
H1 -0.1576 1.5150 0.8468  0.0394
O1 -2.1550 1.1314 0.2550  0.0707
C1 -0.7818 0.9078 0.0269  -0.2378
C2 -0.4732 -0.5356 0.0093  -0.1274
C3 0.4774 -1.0959 -1.0308  0.0182
C4 0.9800 -1.0607 0.3814  -0.2998
O2 1.9186 -0.1726 0.7635  -0.4807
Bi1 2.1073 1.5096 1.5291  2.0719
H2 -2.3664 2.0439 0.0417  0.1316
H3 -0.4230 1.4034 -0.8888  0.1569
H4 -1.2855 -1.1849 0.3467  0.1776
H5 0.9178 -0.3687 -1.7173  0.1409
H6 0.2380 -2.0672 -1.4687  0.1509
H7 1.0033 -2.0254 0.9053  0.1875

Properties
- charge = +2
- energy (eV) = -14172.896



# 8
Computed, not measured: one molecule with the formula C4H10N2O3 at a distorted geometry, with the ωB97M-V functional and the def2-TZVPD basis.

Each line ends with the Löwdin charge.
Atoms and positions in Å:
C1 1.0074 -0.6343 0.1277  -0.5541
C2 -1.9414 -0.3171 -0.0549  -0.0257
C3 1.1126 -1.0471 -1.3319  0.0198
N1 -1.0288 0.7900 0.1596  -0.1586
C4 0.2987 0.7254 0.3340  -0.3713
N2 -1.6616 2.0514 0.2639  0.0891
O1 0.6162 -1.6069 1.0081  -0.0573
O2 2.3863 -0.4448 0.7037  -0.0237
O3 0.9761 1.7019 0.6592  0.0485
H1 1.7132 -1.5403 1.3943  0.2100
H2 2.4067 0.4981 0.9805  0.0996
H3 -1.7128 2.3062 1.2497  0.0974
H4 -1.0495 2.7372 -0.1742  0.0908
H5 -2.7816 -0.2073 0.6310  0.0915
H6 -2.3234 -0.2987 -1.0779  0.0913
H7 -1.4373 -1.2552 0.1566  0.0782
H8 0.1257 -1.3162 -1.7035  0.0814
H9 1.5223 -0.2311 -1.9258  0.0975
H10 1.7715 -1.9113 -1.4003  0.0957

Properties
- structure (SMILES) = CN(N)C(=O)C(C)(O)O
- charge = 0
- energy (eV) = -13431.319



Energy above the lowest of the compared OMol25 structures with the same formula, charge and spin
In order: 5.8, 81.1, 153.6, 284.0, 0.0, 392.9, 12.1, 244.8
Unit: kJ/mol